Record 1
126
Properties=species:S:1:pos:R:3:forces:R:3 method="wB97M-V/def2-TZVPD" orbital_gap_ev=9.53 total_charge=+1 lumo_ev=-2.334 energy_ha=-3372.1642 largest_force_ha_per_bohr=0.0246 homo_energy_ha=-0.43609 spin_multiplicity=1
C 5.682 -0.359 3.797 0.0 0.0 -0.2
C 5.152 0.947 4.382 -0.1 -0.2 0.0
C 3.889 1.462 3.668 0.0 -0.1 -0.1
C 4.129 2.733 2.848 -0.1 -0.1 0.1
C 2.849 3.495 2.440 0.1 -0.3 -0.2
C 2.549 3.485 0.929 0.1 -0.2 0.1
C 1.658 2.325 0.450 0.0 0.0 -0.1
C 2.420 1.081 -0.049 0.2 0.0 0.1
C 1.874 -0.271 0.443 0.0 0.1 -0.1
N 1.848 -1.344 -0.588 -0.6 -0.6 0.9
C 0.715 -1.875 -1.121 0.1 0.2 -0.5
N -0.463 -1.293 -1.253 -0.1 0.1 -0.3
C -0.685 0.175 -1.154 0.0 -0.1 -0.1
C -1.693 0.686 -2.191 0.0 0.0 0.2
C -1.572 2.197 -2.469 0.0 -0.1 -0.2
C -1.366 2.463 -3.965 0.0 -0.4 0.3
C -1.675 -2.116 -1.491 0.1 -0.1 0.3
C -2.076 -2.952 -0.273 0.0 0.2 -0.2
C -3.586 -3.253 -0.280 0.0 -0.3 0.1
C -4.303 -2.807 0.994 0.0 0.1 0.0
N -4.754 -1.422 0.850 0.1 0.1 0.0
N 0.926 -3.145 -1.630 0.1 0.4 0.3
C 0.840 -3.278 -3.101 -0.1 -0.1 0.0
C 1.557 -2.152 -3.865 -0.1 0.0 -0.2
C 2.980 -2.490 -4.316 0.0 0.1 -0.1
I 0.332 -1.587 -5.551 0.0 0.1 0.0
C 2.148 -3.663 -1.001 0.0 -0.2 -0.2
C 2.732 -2.488 -0.225 0.5 -0.1 -0.2
C 4.211 -2.185 -0.460 -0.1 0.3 0.0
C 5.121 -2.825 0.583 0.1 -0.1 0.0
N 5.123 -4.284 0.628 -0.3 0.0 0.0
H 5.037 -1.199 4.070 0.0 0.0 0.0
H 5.711 -0.303 2.704 0.0 0.0 0.0
H 6.694 -0.584 4.134 0.0 0.0 0.1
H 4.925 0.791 5.436 0.1 0.1 0.0
H 5.936 1.705 4.324 0.0 0.0 0.1
H 3.082 1.640 4.383 0.1 0.0 0.0
H 3.535 0.671 2.993 -0.2 0.0 0.1
H 4.776 3.392 3.431 0.0 0.0 0.0
H 4.690 2.460 1.949 0.1 0.1 0.0
H 1.998 3.051 2.966 0.0 0.2 0.1
H 2.928 4.528 2.774 0.0 0.0 0.0
H 3.497 3.432 0.385 0.0 0.2 -0.1
H 2.086 4.430 0.644 -0.1 0.0 0.0
H 0.975 2.035 1.255 0.0 0.1 0.0
H 1.041 2.703 -0.365 -0.2 -0.1 0.0
H 3.456 1.160 0.289 0.0 0.0 -0.1
H 2.465 1.062 -1.141 0.0 0.1 0.0
H 2.538 -0.648 1.218 -0.1 0.0 0.1
H 0.892 -0.176 0.907 -0.1 0.0 -0.1
H 0.270 0.657 -1.342 0.1 0.0 0.1
H -1.018 0.426 -0.145 0.0 0.0 0.0
H -2.708 0.486 -1.844 0.0 0.0 0.0
H -1.556 0.122 -3.119 0.1 0.0 0.0
H -0.742 2.624 -1.907 0.0 0.1 0.1
H -2.484 2.692 -2.132 0.0 0.0 0.1
H -1.603 3.487 -4.245 0.0 0.0 0.0
H -1.997 1.763 -4.515 -0.1 0.3 -0.2
H -0.334 2.234 -4.242 0.0 0.1 -0.1
H -2.472 -1.422 -1.715 0.0 0.1 0.1
H -1.554 -2.730 -2.371 0.0 -0.1 -0.2
H -1.817 -2.379 0.622 0.0 0.0 0.0
H -1.505 -3.880 -0.257 0.1 0.0 0.1
H -4.052 -2.746 -1.129 -0.1 -0.1 0.0
H -3.758 -4.320 -0.431 0.1 0.0 0.0
H -3.604 -2.824 1.833 0.0 -0.1 0.0
H -5.103 -3.515 1.239 -0.1 0.1 -0.1
H -5.514 -1.361 0.183 0.0 0.0 0.0
H -5.103 -1.061 1.728 0.0 0.0 0.0
H 1.288 -4.240 -3.351 0.0 0.0 0.0
H -0.192 -3.356 -3.410 -0.2 0.0 0.1
H 1.558 -1.235 -3.280 0.0 -0.1 0.1
H 3.016 -2.798 -5.360 -0.1 -0.1 0.0
H 3.636 -1.625 -4.220 0.0 0.0 0.0
H 3.389 -3.314 -3.730 0.1 0.1 0.1
H 1.903 -4.485 -0.329 0.0 -0.1 -0.1
H 2.827 -4.032 -1.768 0.0 0.0 0.1
H 2.599 -2.711 0.839 -0.1 0.3 0.0
H 4.507 -2.495 -1.467 0.0 0.0 0.0
H 4.349 -1.100 -0.420 0.0 0.0 0.0
H 4.837 -2.459 1.572 0.0 0.0 0.1
H 6.145 -2.481 0.417 0.0 0.0 0.0
H 5.055 -4.697 -0.295 0.2 0.0 0.0
H 4.363 -4.653 1.184 0.0 0.0 0.0
C -4.207 0.393 -5.695 0.1 -0.1 -0.1
C -4.537 1.599 -6.544 -0.1 0.1 0.2
O -4.364 1.310 -7.947 0.0 0.0 0.0
C -5.353 0.645 -8.525 0.0 0.0 -0.1
O -6.365 0.264 -8.018 0.0 0.0 0.0
C -5.036 0.439 -10.027 0.0 0.0 0.1
F -3.779 0.008 -10.200 -0.1 0.0 0.0
F -5.176 1.603 -10.678 0.0 -0.1 0.0
F -5.868 -0.451 -10.556 0.1 0.1 0.0
H -3.191 0.052 -5.907 0.0 0.0 0.1
H -4.282 0.649 -4.637 0.0 0.0 0.0
H -4.887 -0.432 -5.904 -0.1 0.0 0.0
H -3.861 2.428 -6.345 0.0 0.0 -0.1
H -5.558 1.938 -6.371 0.0 0.0 -0.1
C 2.759 -1.587 10.572 0.0 0.1 0.0
C 3.164 -1.367 9.134 0.0 -0.2 0.0
O 3.244 0.046 8.818 0.0 0.0 0.0
C 4.353 0.658 9.205 0.0 0.1 0.0
O 5.298 0.177 9.753 0.0 0.0 0.0
C 4.295 2.152 8.802 0.0 -0.1 0.0
F 3.116 2.699 9.113 0.1 0.0 0.0
F 4.468 2.262 7.470 0.0 0.0 0.1
F 5.260 2.831 9.408 -0.1 0.0 -0.1
H 1.815 -1.085 10.785 0.0 0.0 0.0
H 2.635 -2.654 10.756 0.0 0.0 0.0
H 3.518 -1.208 11.255 0.0 0.0 0.0
H 2.416 -1.751 8.444 0.0 0.0 0.0
H 4.124 -1.830 8.908 0.0 0.0 0.0
C -5.900 2.576 1.476 0.0 0.0 -0.1
C -7.114 2.447 0.585 -0.1 -0.1 0.1
O -7.018 3.332 -0.555 0.0 0.0 0.0
C -6.292 2.928 -1.577 0.0 0.1 -0.1
O -5.701 1.893 -1.703 0.0 0.0 0.1
C -6.326 4.017 -2.679 0.0 0.0 0.0
F -6.082 5.225 -2.161 0.0 -0.1 -0.1
F -7.530 4.033 -3.263 0.1 0.0 0.1
F -5.407 3.765 -3.613 0.0 0.0 0.1
H -5.764 3.612 1.785 0.0 0.0 0.0
H -6.042 1.969 2.371 0.0 0.0 0.0
H -5.000 2.235 0.966 0.0 0.0 0.0
H -8.018 2.771 1.093 0.0 0.0 0.0
H -7.258 1.427 0.228 0.1 0.0 0.0

---

Record 2
145
Properties=species:S:1:pos:R:3:forces:R:3 method="wB97M-V/def2-TZVPD" orbital_gap_ev=9.48 relative_energy_ev=0.000 lumo_ev=-0.244 energy_ha=-44450.5829 largest_force_ha_per_bohr=0.0716 homo_energy_ha=-0.35740 spin_multiplicity=1
C 6.038 1.968 -0.531 -0.9 0.5 0.1
C 6.330 0.985 -1.635 3.5 0.1 0.2
C 5.127 0.583 -2.349 -2.4 -0.5 0.5
S 4.289 2.196 -2.494 -0.4 0.4 0.1
O 2.935 2.118 -1.975 -0.1 -0.3 -0.7
O 4.537 2.835 -3.777 -0.1 -0.7 0.5
C 5.198 3.046 -1.189 -1.3 -0.7 0.0
H 6.914 2.359 -0.019 0.1 0.0 -0.2
H 5.420 1.484 0.219 0.0 -0.2 0.3
H 6.934 0.195 -1.199 -0.3 -0.5 -0.2
H 7.009 1.446 -2.382 -0.1 0.1 0.4
H 4.471 -0.103 -1.767 0.2 0.6 -0.1
H 5.235 0.107 -3.300 0.3 0.1 -0.7
H 4.335 3.425 -0.620 0.8 0.2 0.1
H 5.736 3.790 -1.710 0.8 1.1 -0.2
C 0.557 2.491 -4.831 1.0 -0.9 -0.5
C 1.858 2.020 -5.575 -0.4 0.1 0.8
C 1.962 0.507 -5.544 -0.5 -0.9 0.9
S 0.375 -0.118 -4.835 2.3 -0.2 0.7
O 0.557 -0.296 -3.382 -0.3 -0.2 -1.6
O -0.009 -1.260 -5.635 -0.7 0.2 0.3
C -0.500 1.398 -5.063 0.0 0.3 -0.4
H 0.239 3.456 -5.216 -0.2 0.0 0.1
H 0.820 2.571 -3.791 -0.3 0.1 0.6
H 2.756 2.477 -5.176 -0.1 0.2 0.1
H 1.742 2.340 -6.575 0.1 0.3 -1.3
H 2.724 0.034 -4.911 -0.1 0.6 0.3
H 2.109 0.022 -6.496 -0.3 0.0 -0.5
H -1.305 1.465 -4.326 -0.3 -0.1 -0.5
H -0.781 1.345 -6.133 -0.4 0.3 0.6
C 3.492 -3.960 2.931 1.4 -0.3 -0.4
C 2.922 -2.601 2.524 -0.3 1.3 -0.5
C 1.630 -2.400 3.278 -1.8 0.6 0.0
S 1.900 -3.067 4.897 -0.1 -1.4 0.1
O 0.726 -3.865 5.248 0.7 0.5 0.3
O 2.427 -2.067 5.812 -0.4 -0.5 -0.6
C 3.285 -4.237 4.400 -1.7 0.9 1.5
H 4.562 -4.058 2.615 -0.8 0.1 0.4
H 2.983 -4.767 2.457 -0.6 -0.4 -1.0
H 2.674 -2.473 1.459 0.3 -0.7 0.1
H 3.580 -1.737 2.706 0.2 -0.6 0.4
H 0.778 -2.966 2.770 1.0 0.7 0.9
H 1.276 -1.350 3.517 0.5 -1.1 -0.7
H 2.866 -5.210 4.732 0.5 0.4 -0.7
H 4.052 -3.928 5.084 0.7 0.0 0.1
C 0.056 -5.015 -3.656 -0.2 0.7 -0.1
C -1.110 -5.447 -2.702 1.2 0.1 0.6
C -0.863 -4.781 -1.309 0.0 -0.7 -0.9
S 0.862 -4.253 -1.278 -1.6 1.1 -0.1
O 1.618 -5.451 -1.009 0.4 0.1 -0.1
O 1.060 -3.055 -0.473 0.2 -0.9 -0.4
C 0.848 -3.883 -3.019 0.5 0.9 -0.4
H -0.280 -4.655 -4.656 0.2 -0.7 0.7
H 0.799 -5.796 -3.707 -0.3 -0.7 -0.6
H -1.026 -6.530 -2.553 -0.4 0.3 -0.3
H -2.101 -5.173 -3.048 0.0 0.0 -0.2
H -0.910 -5.542 -0.571 -0.1 -0.6 1.0
H -1.621 -4.051 -1.105 0.1 0.9 0.2
H 1.890 -3.881 -3.378 -0.4 0.2 0.1
H 0.376 -2.889 -3.191 0.4 -0.5 0.4
C -6.432 2.545 -1.915 0.5 -1.6 1.3
C -6.789 1.906 -3.253 0.9 0.8 -1.3
C -5.453 1.613 -3.921 0.4 -0.5 0.6
S -4.607 3.185 -3.667 -0.8 -0.3 0.0
O -5.399 4.153 -4.404 0.7 0.0 0.2
O -3.187 3.057 -3.867 0.2 0.2 -0.2
C -5.043 3.321 -1.922 -0.8 -2.0 -0.8
H -6.316 1.600 -1.237 -0.4 2.2 -0.6
H -7.281 3.179 -1.683 0.2 0.0 0.8
H -7.238 2.639 -3.903 -0.6 0.3 -0.1
H -7.464 1.073 -3.159 0.0 -0.4 0.1
H -5.423 1.308 -4.973 -0.1 0.3 0.3
H -4.920 0.883 -3.305 0.3 -0.1 -0.2
H -5.127 4.358 -1.667 0.1 0.5 0.2
H -4.278 2.750 -1.353 -0.4 0.7 -0.3
C 0.035 -0.429 0.723 0.3 0.5 -1.3
C 0.870 0.183 -0.458 0.1 -0.6 -0.6
C 0.120 1.379 -1.100 1.2 0.3 1.0
S -1.072 1.937 0.087 -1.2 0.5 -1.0
O -2.320 2.276 -0.640 1.3 -0.7 1.2
O -0.523 2.966 0.936 0.4 0.3 0.3
C -1.194 0.429 1.052 -0.2 -0.9 -0.4
H 0.637 -0.590 1.586 0.6 0.3 0.7
H -0.201 -1.423 0.420 -0.8 -0.6 -0.2
H 1.090 -0.542 -1.285 -0.7 0.4 0.9
H 1.877 0.380 -0.105 0.0 0.8 0.1
H -0.544 1.016 -1.866 0.4 0.2 -0.7
H 0.828 2.229 -1.352 -1.2 -1.1 0.0
H -2.099 -0.126 0.727 0.3 0.7 0.6
H -1.174 0.710 2.108 -0.5 0.0 -0.2
C -2.963 5.429 3.580 1.2 -0.9 -0.3
C -3.066 4.777 2.194 0.2 -0.9 -0.8
C -3.059 3.250 2.483 1.2 0.8 0.5
S -4.086 2.987 3.882 -1.4 3.3 -0.7
O -3.418 2.105 4.772 0.2 -1.3 1.2
O -5.465 2.785 3.430 1.2 -0.3 0.5
C -3.995 4.809 4.479 -1.6 -0.9 -0.6
H -2.949 6.517 3.461 -0.1 -0.2 0.5
H -2.005 5.041 4.020 -0.3 0.9 -0.5
H -2.186 5.037 1.551 -0.8 -0.3 0.5
H -3.991 5.036 1.652 0.3 0.1 0.3
H -2.026 2.946 2.732 -0.6 0.1 0.1
H -3.453 2.547 1.801 -0.3 -0.3 -1.4
H -3.717 4.798 5.515 0.0 0.0 0.5
H -5.031 5.200 4.335 0.8 -0.3 0.2
C -3.257 -3.696 5.521 1.2 1.7 -0.4
C -4.458 -2.791 5.212 1.3 -0.1 -0.6
C -4.064 -1.736 4.146 0.6 1.0 0.2
S -2.580 -2.393 3.348 0.2 1.8 2.3
O -1.496 -1.634 3.942 0.2 0.1 -0.8
O -2.727 -2.508 1.931 0.1 -0.1 -1.2
C -2.573 -3.917 4.149 -2.9 -0.9 0.4
H -3.502 -4.607 6.036 -0.3 -0.5 -0.1
H -2.572 -3.144 6.196 -0.1 -0.3 -0.5
H -4.828 -2.395 6.099 -0.5 1.2 1.5
H -5.224 -3.451 4.931 -1.3 -0.6 -1.2
H -3.709 -0.696 4.493 -0.6 -1.7 0.0
H -4.789 -1.549 3.368 -0.4 -0.2 -0.1
H -1.598 -4.240 4.272 2.0 -1.0 -0.2
H -3.256 -4.516 3.505 0.8 -0.3 0.5
C 0.807 5.423 -1.517 0.6 0.7 0.1
Br 1.218 6.289 0.194 -0.4 0.0 -0.4
Br 1.692 6.427 -2.983 -0.3 -0.6 0.7
Br -1.044 5.189 -1.924 0.3 -0.1 0.2
H 1.308 4.476 -1.356 -0.2 -0.1 -0.6
C 6.985 -0.924 3.164 -0.4 -0.3 1.3
Br 6.570 0.927 3.358 0.2 0.3 -0.1
Br 6.428 -1.618 1.503 0.1 -0.2 -0.8
Br 6.039 -1.931 4.594 0.6 0.4 -0.4
H 8.055 -1.047 3.318 -0.3 -0.1 -0.1
C 5.572 -3.315 -3.241 0.1 -1.1 0.2
Br 7.083 -2.326 -2.784 1.3 0.8 0.1
Br 4.577 -2.563 -4.647 -0.5 0.3 -0.6
Br 4.557 -3.661 -1.686 -0.9 -0.1 0.7
H 5.933 -4.286 -3.532 0.0 -0.1 -0.4
C -3.667 -1.761 -1.142 1.3 0.0 0.5
Br -4.688 -2.714 -2.357 -1.3 -1.3 -0.8
Br -4.741 -0.472 -0.236 0.1 0.4 0.2
Br -2.181 -1.083 -2.225 0.1 0.3 0.7
H -3.229 -2.417 -0.366 -0.3 0.4 -0.5
C 2.213 1.631 4.745 -0.8 1.2 0.3
Br 3.520 1.449 6.157 -0.4 0.2 -0.2
Br 0.461 0.946 5.155 0.0 -0.2 0.2
Br 2.848 0.928 3.141 0.6 -0.6 -1.3
H 1.994 2.674 4.472 0.5 -0.3 0.8

---

Record 3
131
Properties=species:S:1:pos:R:3:forces:R:3 method="wB97M-V/def2-TZVPD" orbital_gap_ev=8.16 lumo_ev=-1.260 energy_ha=-4632.1608 largest_force_ha_per_bohr=0.1677 homo_energy_ha=-0.34631 smiles="C[C@H](Cl)Cc1ccc2c(c1)C(=O)C=CC2=O.CCOP(=O)(OCC)OCC.CCOP(=O)(OCC)OCC.CCOP(=O)(OCC)OCC.CCOP(=O)(OCC)OCC" spin_multiplicity=1
C -2.499 3.667 0.361 -0.3 -1.3 0.4
C -2.799 2.972 -1.039 0.0 1.7 -0.3
Cl -3.840 1.462 -0.879 0.7 0.8 -0.1
C -1.528 2.732 -1.939 -0.5 -0.7 0.4
C -0.444 1.787 -1.325 2.3 -1.3 0.3
C -0.478 1.171 0.006 1.8 -0.4 -1.1
C 0.642 0.316 0.501 0.4 0.7 -2.1
C 1.802 0.065 -0.354 -1.0 1.2 -0.8
C 1.853 0.672 -1.720 -1.1 0.1 1.3
C 0.751 1.505 -2.192 -0.2 -0.8 1.9
C 3.139 0.394 -2.584 -0.2 0.4 1.2
O 3.106 0.313 -3.787 0.2 0.2 0.6
C 4.471 0.277 -1.749 -1.0 -0.3 0.9
C 4.421 -0.273 -0.498 -0.5 0.4 -0.8
C 3.046 -0.792 0.079 -0.2 -0.4 0.3
O 2.971 -1.799 0.787 0.2 2.4 -1.3
H -1.393 3.814 0.490 -1.1 0.2 -0.2
H -3.104 4.600 0.526 0.8 -0.8 -0.4
H -2.815 2.955 1.186 0.4 0.9 -0.9
H -3.452 3.704 -1.607 0.7 -1.1 0.5
H -1.083 3.749 -2.172 -0.4 -1.2 0.3
H -1.905 2.279 -2.908 0.6 0.5 1.0
H -1.349 1.336 0.684 0.9 -0.2 -0.7
H 0.642 -0.135 1.530 -0.2 0.6 -1.3
H 0.780 1.953 -3.220 0.1 -0.6 1.1
H 5.418 0.682 -2.180 -1.0 -0.6 0.2
H 5.351 -0.345 0.127 -1.2 -0.2 -0.6
O -4.283 4.322 3.694 2.3 3.5 0.8
P -5.227 5.145 4.549 -6.0 -6.2 0.0
O -5.500 4.037 5.740 0.7 0.8 0.2
C -4.488 3.824 6.718 0.2 -0.1 0.3
C -4.380 4.997 7.674 0.0 0.1 0.0
O -6.569 4.826 3.629 0.3 1.2 -0.1
C -6.448 4.524 2.241 0.1 -0.4 -0.2
C -6.488 3.023 2.023 -0.2 -0.1 -0.1
O -6.151 6.249 5.433 2.7 0.5 -1.1
C -7.000 7.184 4.750 -0.3 0.6 -0.1
C -8.447 6.729 4.805 -0.1 -0.4 0.0
H -3.529 3.627 6.227 0.0 0.0 0.0
H -4.767 2.926 7.272 -0.1 0.0 -0.2
H -4.021 5.890 7.156 0.0 0.0 0.1
H -3.684 4.770 8.485 0.0 0.0 0.0
H -5.355 5.239 8.101 0.1 -0.1 0.0
H -5.545 4.970 1.815 0.0 -0.1 0.2
H -7.293 4.990 1.726 -0.1 0.1 0.2
H -5.794 2.489 2.671 0.2 0.2 0.0
H -6.260 2.777 0.983 0.0 0.0 0.1
H -7.487 2.640 2.252 0.0 0.1 -0.1
H -6.663 7.342 3.724 -0.1 -0.1 0.0
H -6.913 8.138 5.275 0.2 -0.1 0.0
H -8.608 5.794 4.268 0.2 0.1 0.0
H -9.103 7.482 4.362 0.1 0.1 0.1
H -8.757 6.547 5.836 0.0 0.2 0.0
O -10.371 2.378 -0.847 2.3 3.5 0.9
P -11.307 3.202 0.014 -6.1 -6.1 -0.1
O -11.600 2.081 1.189 0.7 0.8 0.2
C -10.595 1.840 2.166 0.2 -0.1 0.3
C -10.474 2.998 3.139 0.1 0.1 0.0
O -12.650 2.915 -0.915 0.3 1.2 -0.1
C -12.528 2.632 -2.308 0.1 -0.4 -0.2
C -12.587 1.134 -2.549 -0.2 -0.1 0.0
O -12.218 4.306 0.911 2.7 0.5 -1.1
C -13.051 5.263 0.240 -0.2 0.6 -0.1
C -14.504 4.829 0.282 -0.2 -0.4 0.0
H -9.637 1.637 1.676 0.0 0.0 0.0
H -10.888 0.938 2.708 -0.1 0.0 -0.2
H -10.101 3.893 2.632 0.1 0.0 0.1
H -9.783 2.751 3.948 0.0 0.0 -0.1
H -11.447 3.249 3.566 0.0 -0.1 0.0
H -11.618 3.071 -2.725 0.0 -0.2 0.2
H -13.365 3.116 -2.817 -0.1 0.1 0.2
H -11.901 0.585 -1.906 0.2 0.2 0.0
H -12.359 0.901 -3.592 0.0 0.0 0.1
H -13.591 0.761 -2.328 0.0 0.0 -0.1
H -12.707 5.431 -0.783 -0.1 -0.1 0.0
H -12.951 6.209 0.779 0.2 -0.1 0.0
H -14.677 3.905 -0.269 0.2 0.1 0.0
H -15.147 5.598 -0.152 0.1 0.1 0.1
H -14.820 4.636 1.309 0.1 0.2 0.0
O 2.965 -5.669 -3.568 -0.3 1.3 -4.1
P 4.398 -5.348 -3.936 2.8 -2.6 7.7
O 5.069 -6.815 -3.591 -0.1 0.3 -1.1
C 4.868 -7.888 -4.502 0.0 -0.3 -0.2
C 5.668 -7.694 -5.778 0.0 0.0 -0.1
O 4.752 -4.593 -2.504 0.1 0.9 -1.0
C 3.729 -3.957 -1.738 -0.4 -0.1 0.3
C 3.257 -4.870 -0.629 0.0 -0.1 0.4
O 5.906 -4.851 -4.516 -2.4 0.3 -1.4
C 6.341 -3.501 -4.310 -0.1 0.7 -0.1
C 7.342 -3.433 -3.165 -2.9 -0.1 -1.0
H 3.801 -7.999 -4.721 0.0 0.0 0.0
H 5.200 -8.799 -4.000 0.0 0.1 0.1
H 5.298 -6.833 -6.342 0.0 0.0 0.0
H 5.595 -8.577 -6.416 0.0 0.0 0.0
H 6.719 -7.505 -5.551 -0.1 -0.1 0.0
H 2.901 -3.635 -2.376 0.1 -0.2 0.0
H 4.148 -3.051 -1.294 0.3 -0.1 -0.1
H 3.012 -5.871 -0.982 -0.1 0.1 -0.2
H 2.382 -4.449 -0.129 0.1 0.0 0.0
H 4.050 -4.991 0.114 -0.1 0.1 0.0
H 5.490 -2.836 -4.146 0.1 0.0 0.0
H 6.836 -3.178 -5.229 -0.1 -0.1 0.0
H 6.893 -3.714 -2.211 -0.1 0.0 -0.1
H 7.739 -2.422 -3.061 -0.2 0.0 -0.4
H 8.142 -4.127 -3.346 -1.4 -0.7 -1.4
O 11.639 -3.882 1.317 -0.6 4.1 -1.0
P 12.223 -3.766 -0.077 1.7 -8.5 -0.4
O 11.320 -4.931 -0.814 -0.2 1.0 -0.1
C 9.965 -4.636 -1.145 -0.2 0.1 -0.3
C 9.866 -3.665 -2.305 0.2 0.4 0.6
O 13.562 -4.689 0.251 0.4 1.2 -0.2
C 14.086 -4.772 1.575 -0.1 -0.2 0.3
C 13.595 -6.036 2.258 0.1 -0.2 0.0
O 12.898 -3.404 -1.584 -1.1 2.0 1.9
C 14.279 -3.027 -1.680 0.5 0.4 -0.2
C 15.118 -4.192 -2.170 0.0 -0.4 0.1
H 9.442 -4.248 -0.264 0.0 0.0 0.0
H 9.493 -5.582 -1.421 0.1 -0.1 0.1
H 10.260 -2.681 -2.023 0.1 0.0 0.0
H 8.799 -3.539 -2.628 4.3 0.3 2.1
H 10.456 -4.017 -3.157 0.0 0.0 0.0
H 13.841 -3.879 2.156 -0.1 -0.2 -0.1
H 15.176 -4.799 1.497 0.0 0.0 -0.2
H 12.516 -6.154 2.182 0.0 0.2 0.0
H 13.879 -6.040 3.313 0.0 0.0 -0.1
H 14.041 -6.914 1.782 0.0 0.1 0.0
H 14.644 -2.635 -0.729 0.0 -0.1 0.0
H 14.340 -2.218 -2.413 -0.1 0.0 0.1
H 15.126 -5.022 -1.465 -0.1 0.2 0.1
H 16.153 -3.881 -2.326 -0.1 0.1 -0.1
H 14.719 -4.589 -3.106 0.0 0.2 -0.1